(1)
{"formula": "C28H39CuOPS3Te", "method": "ωB97M-V/def2-TZVPD", "species": ["Cu", "S", "C", "C", "C", "C", "C", "C", "S", "H", "H", "H", "H", "C", "C", "P", "C", "C", "C", "C", "H", "H", "H", "H", "H", "H", "H", "H", "H", "H", "H", "H", "H", "H", "H", "C", "Te", "C", "H", "H", "H", "H", "H", "H", "O", "S", "C", "C", "C", "C", "C", "C", "C", "C", "C", "C", "C", "C", "C", "C", "H", "H", "H", "H", "H", "H", "H", "H", "H", "H", "H", "H", "H", "H"], "positions_angstrom": [[0.525, 1.217, -0.642], [2.815, 1.213, -1.271], [2.971, 2.953, -1.276], [4.251, 3.520, -1.286], [4.426, 4.888, -1.231], [3.318, 5.732, -1.174], [2.050, 5.191, -1.191], [1.847, 3.804, -1.260], [0.209, 3.221, -1.369], [5.105, 2.856, -1.322], [5.426, 5.305, -1.221], [3.451, 6.805, -1.116], [1.176, 5.829, -1.157], [-2.367, 0.437, 3.337], [-1.904, 0.635, 1.897], [-0.269, 1.434, 1.623], [0.813, 0.412, 2.719], [2.315, 0.620, 2.510], [-0.478, 3.022, 2.529], [0.725, 3.958, 2.398], [-3.320, -0.097, 3.336], [-2.523, 1.385, 3.852], [-1.655, -0.154, 3.916], [-2.620, 1.245, 1.342], [-1.843, -0.327, 1.380], [0.551, -0.624, 2.486], [0.543, 0.599, 3.761], [2.574, 0.602, 1.452], [2.879, -0.169, 3.012], [2.649, 1.576, 2.913], [-0.689, 2.805, 3.578], [-1.361, 3.497, 2.091], [1.615, 3.530, 2.858], [0.516, 4.909, 2.891], [0.946, 4.157, 1.350], [-4.758, 1.445, -1.523], [-2.746, 0.711, -1.770], [-3.380, -1.295, -1.350], [-5.448, 0.810, -2.075], [-4.812, 2.457, -1.920], [-5.033, 1.460, -0.471], [-3.883, -1.339, -0.385], [-2.485, -1.911, -1.326], [-4.048, -1.646, -2.133], [-0.078, -0.673, -0.763], [1.199, -1.485, -0.771], [1.668, -1.714, -2.539], [0.599, -2.348, -3.363], [-0.486, -1.586, -3.789], [-1.526, -2.171, -4.494], [-1.486, -3.524, -4.797], [-0.396, -4.288, -4.401], [0.639, -3.703, -3.687], [0.618, -3.189, -0.404], [0.293, -3.258, 1.057], [-1.023, -3.189, 1.499], [-1.312, -3.200, 2.856], [-0.287, -3.287, 3.786], [1.030, -3.369, 3.354], [1.317, -3.349, 1.999], [2.593, -2.292, -2.506], [1.897, -0.698, -2.863], [-0.508, -0.525, -3.570], [-2.362, -1.561, -4.812], [-2.298, -3.981, -5.349], [-0.353, -5.340, -4.650], [1.488, -4.307, -3.387], [1.449, -3.843, -0.672], [-0.243, -3.385, -1.040], [-1.829, -3.129, 0.778], [-2.341, -3.145, 3.187], [-0.513, -3.292, 4.845], [1.834, -3.444, 4.076], [2.346, -3.404, 1.659]], "atomic_forces_ev_per_a": [[0.225, 0.500, 0.529], [-0.388, -0.034, 0.181], [-0.127, -0.068, -0.070], [-0.021, 0.079, -0.010], [0.071, -0.016, 0.002], [-0.015, 0.044, 0.001], [-0.053, -0.053, -0.002], [0.266, 0.297, -0.102], [-0.188, 0.494, -0.090], [0.014, 0.019, 0.007], [-0.003, -0.021, -0.003], [-0.009, -0.005, -0.015], [0.031, 0.031, 0.015], [0.034, -0.010, -0.039], [0.133, 0.061, -0.043], [-0.047, -0.251, 0.280], [0.095, 0.195, -0.156], [-0.079, -0.054, 0.059], [0.251, 0.011, -0.355], [-0.072, -0.031, 0.019], [0.000, 0.007, 0.074], [0.013, -0.004, -0.002], [-0.025, -0.007, -0.009], [-0.045, -0.074, -0.041], [-0.041, 0.023, -0.063], [-0.051, -0.060, 0.033], [-0.057, -0.074, 0.006], [0.039, 0.005, -0.051], [-0.006, 0.031, 0.029], [0.013, -0.009, -0.015], [-0.060, -0.037, -0.011], [-0.028, -0.001, 0.042], [0.003, 0.028, 0.000], [0.038, 0.003, -0.003], [0.022, 0.009, -0.001], [0.158, 0.042, -0.050], [-0.591, -0.084, -0.028], [0.127, 0.111, 0.041], [0.047, -0.009, -0.033], [0.036, -0.014, -0.003], [0.057, -0.035, -0.002], [0.036, 0.062, 0.002], [0.023, -0.018, -0.028], [0.021, 0.019, -0.017], [-0.327, -0.395, -0.052], [0.442, -1.214, -0.327], [-0.138, -0.004, 0.258], [-0.096, -0.074, -0.034], [0.050, 0.059, 0.034], [-0.028, 0.019, -0.033], [0.003, -0.007, 0.011], [-0.043, -0.011, -0.024], [0.014, -0.020, 0.031], [0.231, 0.523, 0.000], [-0.018, -0.043, 0.149], [0.004, 0.025, -0.062], [-0.031, -0.002, 0.043], [-0.016, 0.016, 0.011], [0.031, 0.027, 0.026], [-0.002, -0.026, -0.089], [0.014, 0.006, -0.008], [0.076, 0.020, 0.050], [-0.018, 0.009, 0.006], [0.005, -0.003, 0.018], [0.013, 0.000, -0.007], [0.015, 0.005, 0.006], [0.005, 0.026, 0.025], [-0.046, -0.052, -0.025], [-0.003, -0.027, -0.066], [-0.004, 0.035, -0.033], [0.010, 0.009, -0.005], [0.005, -0.017, -0.010], [0.001, 0.005, -0.016], [0.003, 0.010, 0.040]], "lowdin_spin": [0.38, 0.12, 0.03, 0.00, 0.02, 0.00, 0.02, 0.02, 0.27, 0.00, 0.00, 0.00, 0.00, 0.00, 0.01, 0.07, 0.02, 0.00, 0.01, 0.00, 0.00, 0.00, 0.00, 0.00, 0.00, 0.00, 0.00, 0.00, 0.00, 0.00, 0.00, 0.00, 0.00, 0.00, 0.00, 0.00, 0.00, 0.00, 0.00, 0.00, 0.00, 0.00, 0.00, 0.00, 0.02, 0.00, 0.00, 0.00, 0.00, 0.00, 0.00, 0.00, 0.00, 0.00, 0.00, 0.00, 0.00, 0.00, 0.00, 0.00, 0.00, 0.00, 0.00, 0.00, 0.00, 0.00, 0.00, 0.00, 0.00, 0.00, 0.00, 0.00, 0.00, 0.00], "lumo_ev": [0.3, -0.9], "multiplicity": 2, "e_tot_ha": -4609.9952, "homo_lumo_gap_ha": [0.2531, 0.2159], "charge": 0}

(2)
{"formula": "C28H39F8N4O7", "method": "ωB97M-V/def2-TZVPD", "species": ["C", "C", "C", "C", "C", "C", "C", "C", "C", "C", "C", "C", "C", "C", "C", "C", "C", "N", "C", "O", "F", "C", "O", "F", "N", "N", "O", "C", "N", "H", "H", "H", "H", "H", "H", "H", "H", "H", "H", "H", "H", "H", "H", "H", "H", "H", "H", "H", "H", "H", "H", "H", "H", "H", "H", "H", "H", "H", "C", "C", "O", "C", "O", "C", "F", "F", "F", "H", "H", "H", "H", "H", "C", "C", "O", "C", "O", "C", "F", "F", "F", "H", "H", "H", "H", "H"], "positions_angstrom": [[-1.003, 3.287, -3.555], [-0.442, 3.734, -4.926], [0.025, 2.586, -5.803], [1.264, 1.863, -5.260], [1.506, 0.475, -5.861], [0.591, -0.691, -5.407], [-0.395, -0.377, -4.287], [-1.092, -1.643, -3.745], [-1.219, -1.655, -2.224], [-1.754, -0.363, -1.608], [-1.711, -0.383, -0.076], [-1.876, 0.986, 0.574], [-0.666, 1.953, 0.464], [0.622, 1.246, 0.238], [1.156, 1.058, -1.056], [2.323, 0.343, -1.170], [2.918, -0.147, 0.012], [4.124, -0.937, -0.042], [5.210, -0.248, -0.701], [6.001, 0.362, -0.104], [5.194, -0.305, -2.014], [3.864, -2.255, -0.527], [4.035, -2.673, -1.611], [3.347, -2.979, 0.455], [2.449, 0.056, 1.217], [1.324, 0.745, 1.248], [0.818, 0.908, 2.543], [1.300, 2.004, 3.098], [1.618, 2.993, 3.569], [-2.079, 3.159, -3.609], [-0.766, 4.010, -2.777], [-0.533, 2.344, -3.276], [-1.245, 4.273, -5.426], [0.354, 4.456, -4.755], [0.337, 3.020, -6.754], [-0.775, 1.889, -6.046], [1.287, 1.865, -4.168], [2.115, 2.474, -5.564], [1.440, 0.597, -6.941], [2.547, 0.228, -5.656], [0.046, -1.097, -6.256], [1.251, -1.465, -5.018], [-1.141, 0.351, -4.591], [0.177, 0.038, -3.456], [-2.057, -1.782, -4.225], [-0.450, -2.476, -4.028], [-0.262, -1.930, -1.768], [-1.911, -2.443, -1.924], [-2.809, -0.294, -1.877], [-1.295, 0.538, -2.007], [-0.838, -0.931, 0.295], [-2.569, -0.974, 0.242], [-2.067, 0.814, 1.632], [-2.764, 1.483, 0.194], [-0.630, 2.625, 1.316], [-0.794, 2.594, -0.408], [0.651, 1.470, -1.913], [2.793, 0.146, -2.123], [-3.476, 4.532, 6.209], [-4.030, 4.772, 4.823], [-4.107, 3.540, 4.069], [-5.177, 2.790, 4.302], [-6.069, 3.020, 5.058], [-5.140, 1.545, 3.398], [-3.913, 0.992, 3.370], [-5.456, 1.879, 2.136], [-5.998, 0.628, 3.814], [-2.509, 4.031, 6.153], [-3.352, 5.479, 6.732], [-4.144, 3.900, 6.794], [-3.369, 5.418, 4.249], [-5.011, 5.244, 4.857], [3.360, -5.400, 2.584], [2.376, -4.778, 3.551], [1.733, -5.775, 4.361], [2.419, -6.183, 5.424], [3.499, -5.805, 5.763], [1.587, -7.211, 6.213], [1.017, -8.100, 5.392], [0.617, -6.579, 6.887], [2.352, -7.861, 7.079], [2.869, -6.161, 1.977], [3.777, -4.644, 1.931], [4.179, -5.882, 3.116], [1.569, -4.283, 3.012], [2.855, -4.035, 4.189]], "atomic_forces_ev_per_a": [[0.454, 0.098, -0.404], [-0.648, -0.020, 0.621], [0.521, 0.163, -0.174], [0.002, 0.166, -0.429], [-0.165, 0.292, 0.124], [0.167, 0.414, 0.173], [-0.002, -0.519, 0.202], [0.604, 0.267, -0.103], [-0.270, 0.138, 0.072], [-0.331, -0.317, 0.249], [-0.514, 0.073, -0.444], [0.254, -0.476, 0.741], [-0.269, 0.246, -0.597], [-0.415, 0.397, -0.178], [0.771, -0.480, 0.581], [-0.504, 0.295, 0.170], [0.697, -0.416, 0.457], [-0.479, 0.073, -0.726], [-0.118, 0.077, 0.343], [0.646, 0.526, 0.493], [-0.265, -0.253, -0.488], [-0.192, -0.221, -0.006], [0.239, -0.086, -0.034], [-0.197, 0.207, 0.026], [-0.654, 0.388, -0.261], [0.599, -0.325, -0.084], [0.092, -0.270, -0.152], [-0.470, -0.686, -0.448], [0.401, 0.806, 0.448], [-0.106, -0.180, 0.148], [-0.137, 0.151, 0.071], [-0.193, -0.173, 0.092], [0.078, 0.145, -0.181], [0.235, -0.048, -0.168], [-0.157, -0.070, -0.194], [-0.187, -0.015, 0.189], [-0.076, -0.180, 0.131], [0.152, 0.066, 0.183], [0.029, -0.078, -0.119], [0.073, -0.203, -0.023], [0.013, -0.155, -0.094], [-0.084, -0.314, -0.169], [0.027, 0.225, 0.052], [0.054, 0.253, 0.042], [-0.124, -0.045, -0.027], [-0.233, -0.306, -0.043], [0.175, 0.154, -0.044], [0.052, -0.189, 0.014], [-0.051, 0.235, -0.169], [0.214, 0.047, -0.124], [0.179, 0.118, 0.053], [0.052, -0.161, 0.206], [0.003, 0.103, 0.104], [-0.002, 0.138, -0.149], [0.106, -0.060, 0.198], [0.002, 0.019, -0.108], [-0.097, 0.098, -0.013], [-0.027, -0.012, -0.115], [-0.032, -0.280, -0.001], [0.133, 0.438, 0.252], [-0.041, -0.093, -0.136], [0.137, 0.282, 0.074], [-0.084, -0.110, -0.004], [-0.115, -0.246, -0.083], [0.026, 0.003, 0.017], [0.053, 0.049, 0.011], [0.036, 0.052, 0.007], [0.043, 0.086, -0.014], [-0.001, 0.026, -0.020], [-0.055, 0.066, 0.005], [0.029, -0.129, -0.111], [-0.083, -0.150, -0.013], [-0.004, -0.408, 0.226], [0.142, 0.332, -0.332], [-0.093, -0.024, 0.083], [0.028, 0.166, -0.163], [0.030, -0.047, 0.074], [-0.008, -0.164, 0.057], [0.005, 0.018, 0.045], [-0.005, 0.005, -0.015], [-0.024, 0.028, -0.009], [-0.038, 0.068, -0.050], [0.055, 0.077, -0.036], [0.011, 0.063, 0.042], [-0.114, -0.119, 0.058], [0.040, -0.113, 0.117]], "lowdin_charge": [-0.10, -0.24, -0.22, -0.22, -0.18, -0.18, -0.22, -0.18, -0.20, -0.20, -0.20, -0.14, -0.07, -0.11, 0.09, 0.12, -0.19, 0.13, -0.48, 0.27, 0.18, -0.47, 0.24, 0.16, 0.30, -0.01, 0.12, -0.27, 0.24, 0.08, 0.07, 0.01, 0.11, 0.11, 0.12, 0.11, 0.08, 0.11, 0.11, 0.10, 0.12, 0.10, 0.11, 0.07, 0.12, 0.11, 0.11, 0.12, 0.13, 0.07, 0.11, 0.13, 0.10, 0.13, 0.13, 0.12, 0.09, 0.15, -0.06, -0.19, 0.02, -0.41, 0.19, -0.54, 0.14, 0.16, 0.19, 0.08, 0.09, 0.08, 0.12, 0.13, -0.05, -0.20, 0.03, -0.40, 0.18, -0.55, 0.17, 0.17, 0.18, 0.09, 0.05, 0.09, 0.12, 0.13], "lumo_ev": -5.8, "multiplicity": 1, "e_tot_ha": -2634.6005, "homo_lumo_gap_ha": 0.2621, "charge": 1}

(3)
{"formula": "C28H39N2O2P2RuS4", "method": "ωB97M-V/def2-TZVPD", "species": ["Ru", "C", "N", "C", "C", "N", "C", "C", "C", "C", "C", "C", "C", "S", "C", "C", "C", "C", "C", "C", "S", "H", "H", "H", "H", "H", "H", "H", "H", "H", "H", "H", "H", "H", "H", "H", "H", "H", "H", "C", "C", "O", "P", "S", "S", "O", "C", "C", "H", "H", "H", "H", "H", "H", "H", "H", "H", "H", "C", "P", "C", "C", "C", "C", "C", "C", "C", "H", "H", "H", "H", "H", "H", "H", "H", "H", "H", "H"], "positions_angstrom": [[0.637, -0.127, -0.340], [-2.188, -1.473, -0.848], [-0.882, -1.482, -1.524], [-0.285, -2.840, -1.464], [0.476, -3.126, -0.184], [1.610, -2.209, -0.058], [2.672, -2.551, -1.027], [2.258, -2.197, 1.249], [2.338, -3.333, 2.034], [3.073, -3.323, 3.215], [3.745, -2.168, 3.583], [3.652, -1.024, 2.802], [2.899, -1.008, 1.629], [2.747, 0.443, 0.654], [-0.963, -1.094, -2.925], [-2.066, -1.432, -3.698], [-2.097, -1.155, -5.058], [-0.994, -0.554, -5.648], [0.108, -0.217, -4.883], [0.152, -0.469, -3.505], [1.542, 0.012, -2.566], [-2.866, -2.240, -1.247], [-2.646, -0.494, -0.966], [-2.054, -1.654, 0.215], [0.382, -2.936, -2.318], [-1.078, -3.589, -1.589], [0.806, -4.174, -0.213], [-0.164, -3.000, 0.688], [3.057, -3.554, -0.804], [3.469, -1.816, -0.930], [2.304, -2.500, -2.045], [1.829, -4.242, 1.735], [3.118, -4.211, 3.833], [4.323, -2.146, 4.500], [4.139, -0.106, 3.108], [-2.920, -1.914, -3.240], [-2.972, -1.407, -5.644], [-1.002, -0.325, -6.708], [0.959, 0.279, -5.337], [2.056, 0.136, 6.233], [0.579, 0.064, 5.921], [0.388, -0.446, 4.595], [-0.248, 0.508, 3.467], [-0.454, -0.711, 1.885], [0.651, 2.238, 3.381], [-1.717, 0.672, 4.160], [-2.678, 1.611, 3.684], [-3.434, 1.128, 2.461], [2.207, 0.509, 7.249], [2.544, 0.813, 5.530], [2.515, -0.850, 6.144], [0.125, 1.052, 6.011], [0.058, -0.619, 6.595], [-2.177, 2.563, 3.487], [-3.370, 1.751, 4.515], [-2.758, 0.954, 1.628], [-4.174, 1.880, 2.173], [-3.947, 0.187, 2.672], [1.390, 3.130, -0.648], [-0.045, 2.018, -0.823], [-1.301, 2.998, 0.082], [-0.652, 2.398, -2.513], [0.119, 3.086, -3.446], [-0.392, 3.392, -4.701], [-1.679, 3.006, -5.046], [-2.453, 2.310, -4.129], [-1.941, 2.014, -2.874], [2.223, 2.746, -1.236], [1.669, 3.088, 0.407], [1.162, 4.160, -0.933], [-1.413, 3.972, -0.398], [-0.977, 3.110, 1.113], [-2.265, 2.491, 0.082], [1.132, 3.373, -3.199], [0.225, 3.924, -5.416], [-2.073, 3.234, -6.030], [-3.454, 1.989, -4.393], [-2.559, 1.475, -2.162]], "atomic_forces_ev_per_a": [[0.216, -1.040, -1.051], [-0.036, -0.119, -0.099], [-0.085, 0.543, 0.517], [0.035, -0.080, 0.017], [-0.096, -0.006, 0.017], [-0.033, 0.472, 0.124], [0.017, -0.034, 0.001], [0.008, -0.039, 0.061], [0.032, -0.004, -0.035], [-0.006, -0.020, -0.008], [-0.035, 0.053, -0.006], [0.026, -0.004, 0.048], [-0.023, 0.026, -0.112], [-0.283, 0.156, 0.068], [0.008, -0.027, -0.087], [0.002, 0.014, 0.011], [-0.022, 0.006, 0.008], [0.048, 0.038, -0.003], [-0.019, -0.014, -0.003], [-0.027, 0.033, -0.009], [-0.039, -0.011, 0.332], [0.024, 0.013, 0.007], [0.002, 0.036, 0.010], [0.026, -0.007, 0.015], [0.002, 0.007, 0.000], [-0.018, -0.011, -0.035], [0.011, -0.030, -0.022], [0.009, -0.006, 0.045], [0.000, 0.006, 0.018], [0.008, 0.014, -0.003], [0.015, 0.007, 0.001], [-0.013, 0.014, -0.003], [-0.005, 0.013, -0.004], [0.001, 0.011, -0.001], [-0.019, -0.024, 0.002], [0.008, 0.005, -0.023], [0.007, -0.006, 0.006], [0.005, 0.001, 0.015], [-0.018, -0.004, 0.009], [0.054, -0.018, -0.031], [0.015, 0.011, -0.070], [-0.023, -0.060, 0.011], [0.006, -0.076, 0.217], [0.085, 0.544, -0.231], [-0.096, 0.073, -0.212], [-0.074, -0.125, -0.146], [0.059, 0.011, 0.039], [-0.019, -0.066, 0.005], [0.007, -0.010, 0.001], [-0.009, -0.022, 0.018], [-0.004, 0.020, -0.011], [-0.033, 0.027, 0.003], [-0.010, -0.007, 0.012], [0.017, 0.028, -0.017], [0.003, 0.070, 0.034], [0.017, 0.006, -0.013], [0.000, -0.020, 0.009], [-0.008, 0.018, 0.014], [-0.141, 0.076, -0.006], [0.429, -0.316, 0.410], [-0.082, -0.144, 0.037], [-0.001, 0.043, -0.035], [-0.029, -0.012, -0.028], [0.029, -0.022, -0.001], [-0.014, -0.018, 0.005], [-0.011, 0.012, 0.018], [-0.018, 0.015, -0.015], [0.027, -0.010, -0.010], [0.020, 0.002, 0.005], [-0.003, -0.005, -0.005], [0.018, 0.011, 0.070], [0.071, 0.010, 0.165], [-0.017, -0.015, -0.056], [-0.012, -0.007, -0.014], [-0.006, 0.000, 0.007], [0.002, 0.001, 0.009], [0.009, -0.003, 0.006], [0.011, -0.006, -0.024]], "lowdin_charge": [0.32, -0.11, -0.22, -0.16, -0.21, -0.26, -0.11, -0.34, -0.05, -0.10, -0.12, -0.12, -0.63, 0.54, -0.29, -0.05, -0.11, -0.11, -0.12, -0.60, 0.63, 0.08, 0.08, 0.01, 0.11, 0.13, 0.12, 0.07, 0.10, 0.07, 0.03, 0.10, 0.09, 0.09, 0.10, 0.10, 0.09, 0.10, 0.10, -0.09, -0.32, -0.36, -0.11, 0.40, 0.25, -0.35, -0.32, -0.11, 0.07, 0.06, 0.07, 0.08, 0.11, 0.07, 0.11, 0.01, 0.08, 0.08, -0.31, 0.74, -0.25, -0.38, -0.11, -0.09, -0.11, -0.09, -0.11, 0.02, 0.00, 0.05, 0.05, -0.01, 0.02, 0.09, 0.10, 0.09, 0.10, 0.09], "lumo_ev": 2.6, "multiplicity": 1, "e_tot_ha": -3720.9679, "homo_lumo_gap_ha": 0.2302, "charge": -1}